No. 1
55
Properties=species:S:1:pos:R:3:forces:R:3 method="wB97M-V/def2-TZVPD" total_charge=+2 e_tot_ha=-1563.805997 orbital_gap_ev=4.3 de_lowest_ev=0.000
C 0.713576 -0.694001 1.876167 0.17 -0.72 0.11
C -0.619055 -1.224114 1.992019 0.32 0.92 -1.02
C -0.523539 -2.650750 1.742276 0.65 -0.84 -1.21
H -1.457238 -0.716164 2.461134 0.17 -0.18 0.06
C 0.815565 -2.939276 1.388351 -0.44 0.18 0.00
C 1.572065 -1.736794 1.474203 -0.59 0.33 0.71
H 2.650093 -1.656888 1.332325 -0.38 -0.01 0.03
H 1.016547 0.311282 2.148360 -0.10 -0.13 -0.17
H -1.322366 -3.378101 1.881320 0.21 0.25 -0.09
H 1.237341 -3.922288 1.163576 -0.34 0.40 0.06
Sn -1.012669 -0.904039 -0.523210 0.95 0.25 2.18
C -3.570169 0.996297 -4.433046 1.02 0.07 1.03
H -2.732659 0.600745 -5.004611 0.06 0.11 -0.07
H -4.490755 0.859955 -5.054315 0.57 -0.43 1.04
H -3.435000 2.077837 -4.290803 0.05 -0.32 -0.02
Si -3.591905 0.012064 -2.635713 -4.11 -0.07 -3.81
C -5.380382 0.380819 -2.062963 0.73 0.33 1.68
C -5.775304 0.087767 -0.729678 -0.30 -0.03 -0.36
H -5.011053 -0.210412 -0.004344 -0.39 -0.02 -0.12
C -7.114713 0.177883 -0.347159 0.18 -0.05 -0.01
H -7.401279 -0.040440 0.679998 0.08 0.00 -0.23
C -8.100421 0.551258 -1.274748 0.46 -0.04 0.05
H -9.149409 0.589383 -0.979905 0.32 0.01 -0.06
C -7.719727 0.903467 -2.566962 0.59 -0.05 -0.29
H -8.464446 1.225066 -3.302012 0.31 -0.12 0.32
C -6.361205 0.866437 -2.943494 -0.33 0.23 0.04
H -6.083620 1.221106 -3.929352 -0.18 -0.13 0.13
C -3.646517 -1.813313 -3.043555 1.71 -0.80 0.54
C -4.851976 -2.518777 -3.197967 -0.33 -0.13 0.04
H -5.807342 -2.028468 -3.007781 0.27 -0.11 -0.08
C -4.855032 -3.860583 -3.622597 0.23 0.24 -0.01
H -5.806482 -4.367501 -3.808873 0.35 0.23 0.18
C -3.652815 -4.547174 -3.800860 -0.07 0.38 0.06
H -3.652164 -5.599874 -4.091670 -0.02 0.36 0.11
C -2.437360 -3.871941 -3.605608 0.12 0.29 -0.02
H -1.490561 -4.403303 -3.736938 -0.35 0.20 0.00
C -2.434080 -2.520807 -3.256353 -0.47 -0.36 -0.09
H -1.474560 -2.002430 -3.140299 -0.28 -0.27 -0.13
H -3.220999 2.046685 -7.849288 0.00 0.03 0.22
H -3.217943 2.170415 -7.111524 0.00 -0.02 -0.24
O -1.344291 1.249367 0.312047 -0.53 0.40 -0.12
C -0.340589 2.271133 0.252855 -0.06 0.44 0.06
C 0.936557 1.729516 -0.305983 0.31 -0.28 -0.32
C 2.029936 2.594104 -0.365209 -0.16 -0.38 0.01
C 3.253280 2.110990 -0.820471 -0.28 -0.16 -0.01
C 3.323893 0.764804 -1.204485 -0.19 -0.18 0.02
C 2.183353 -0.032163 -1.146092 0.05 0.36 -0.11
N 0.989020 0.452147 -0.719728 0.08 -0.11 -0.19
H -2.182451 1.625924 0.637508 0.38 -0.18 -0.08
H -0.684460 3.092817 -0.385948 -0.02 -0.06 0.16
H -0.152792 2.655178 1.262199 -0.09 -0.04 -0.14
H 1.859703 3.616770 -0.033351 0.35 -0.14 -0.10
H 4.129036 2.762559 -0.876310 -0.31 -0.27 0.03
H 4.256283 0.319466 -1.553639 -0.28 0.19 0.11
H 2.223618 -1.084394 -1.445922 -0.09 0.44 0.12

No. 2
89
Properties=species:S:1:pos:R:3:forces:R:3 method="wB97M-V/def2-TZVPD" total_charge=+2 e_tot_ha=-5296.648461 orbital_gap_ev=2.7
C 1.934533 4.219240 -0.770486 -0.56 -0.14 0.52
C 1.864295 3.434386 0.624834 0.11 0.94 1.26
In 1.183012 1.298569 0.289249 0.26 -1.43 -1.99
C -0.164175 1.044575 -1.552273 0.08 0.90 0.11
C -1.322674 0.099331 -1.081952 0.98 0.31 1.17
O -2.347707 -0.291706 -2.004582 2.11 1.40 -0.96
C -2.133386 -0.132767 -3.406044 -0.26 0.58 -1.11
C -1.082068 -1.178964 -4.060094 -1.95 -0.83 -0.47
F -1.802738 -1.942669 -5.028328 2.55 2.06 0.71
F -0.045747 -0.509886 -4.819654 -1.07 -1.33 1.51
F -0.569853 -2.100268 -3.168641 0.96 2.45 -2.00
C 2.894092 -0.140091 0.026778 0.31 -0.86 -0.24
C 3.338878 -0.393178 -1.481570 0.95 -0.05 0.18
C 3.327673 0.921574 -2.415996 1.01 -0.55 0.19
O 2.600656 -1.496604 -2.080115 -0.02 1.41 0.18
H 3.014612 4.373882 -1.064697 -1.33 -0.17 0.21
H 1.416944 5.221087 -0.661042 0.79 -1.12 -0.25
H 1.357595 3.630673 -1.553386 0.87 0.81 0.79
H 2.884439 3.467842 1.150267 -1.26 0.05 -0.59
H 1.142988 4.015950 1.344913 1.07 0.26 -1.64
H 0.194771 0.773149 1.718641 0.04 0.74 0.75
H 0.523233 0.640020 -2.355184 -0.97 0.14 0.85
H -0.493919 2.095872 -1.865823 0.10 -1.54 0.27
H -1.841103 0.630816 -0.206531 0.41 -0.77 -1.28
H -0.843294 -0.840173 -0.626944 -0.72 1.03 -0.77
H -1.962172 0.943285 -3.762466 0.53 -1.62 0.79
H -3.129979 -0.418671 -3.895569 1.68 0.54 0.66
H 2.574165 -1.154960 0.454171 0.49 1.36 -0.63
H 3.822880 0.158133 0.615216 -1.08 -0.29 -0.73
H 4.433337 -0.737500 -1.446067 -1.37 0.56 -0.09
H 4.314239 0.937902 -3.004019 -1.29 0.17 0.68
H 2.499325 0.843572 -3.232416 0.77 0.36 2.95
H 3.240530 1.889830 -1.817522 -0.11 -1.23 -1.04
H 2.560746 -1.384798 -3.046988 0.17 -0.35 0.67
Ca 0.680083 2.788923 2.893202 -0.53 -0.47 0.27
C -3.660911 2.463691 6.571411 -0.51 -0.84 1.40
C -3.252620 3.314421 5.338819 -0.58 0.03 -1.13
O -2.032714 3.781011 5.565166 0.06 -0.06 -0.89
H -3.678442 3.058612 7.487319 0.13 0.09 -0.28
H -4.669895 2.059957 6.419215 0.17 0.23 -0.28
H -2.986044 1.617135 6.721926 0.06 0.25 -0.19
H -4.073123 4.044455 5.209074 0.29 0.63 0.56
H -3.404256 2.648610 4.466078 0.68 -0.30 0.00
B 6.351657 -2.949891 2.067174 1.45 -4.44 -1.52
O 6.059298 -1.507454 1.827325 -0.47 2.55 0.93
C 5.747555 -0.976126 3.006006 -0.65 -0.56 -0.82
O 5.454764 0.202567 3.162546 0.63 0.46 -0.98
C 5.814985 -2.006257 4.053133 0.22 -2.81 2.57
O 5.587594 -1.833648 5.220621 -0.10 0.70 -0.67
O 6.168092 -3.164348 3.511329 -0.37 1.69 -0.31
F 7.684276 -3.235770 1.690252 -1.36 1.06 0.33
F 5.445962 -3.751223 1.331709 0.59 1.42 0.66
Al 2.350740 0.747773 -4.983305 -0.38 -0.11 -1.99
C -4.056122 -3.156353 -1.225753 -0.21 0.59 0.18
C -4.407553 -4.270960 -0.575028 -0.79 0.03 1.08
C -3.905660 -5.617087 -1.038286 0.47 -0.69 -0.62
O -4.217465 -6.619827 -0.426329 -0.13 0.64 0.08
C -3.036545 -5.649454 -2.239719 -0.44 -0.17 0.65
C -2.718115 -4.506855 -2.851039 0.81 -1.35 -0.64
C -3.201427 -3.215186 -2.371576 -0.76 0.56 0.76
O -2.855576 -2.203175 -2.962566 -1.99 -2.64 0.34
O -1.930065 -4.401702 -3.932233 -0.71 0.30 0.83
O -5.213789 -4.239079 0.510494 0.98 -0.54 -1.15
H -4.379764 -2.170464 -0.930122 -0.18 -0.12 0.12
H -2.682689 -6.613025 -2.580581 -0.05 0.02 0.04
H -1.972710 -3.426157 -4.033988 0.44 -0.48 -0.87
H -5.310288 -5.170400 0.790640 -0.09 0.02 0.07
C 8.816978 -6.795199 1.326711 0.03 -0.15 -0.12
Cl 9.807502 -6.212151 2.669718 0.07 -0.04 -0.04
Cl 7.159315 -6.194248 1.444605 0.01 -0.30 -0.12
H 9.251927 -6.449294 0.391392 -0.07 0.07 0.17
H 8.800967 -7.882868 1.346320 -0.03 0.16 0.11
O -3.812467 1.586946 -2.679906 -0.97 1.02 0.28
S -5.009102 0.972253 -2.094081 -0.42 -0.14 -0.61
O -5.847914 2.009558 -1.483619 0.76 -0.21 0.33
O -4.603887 -0.001435 -1.068954 -1.08 0.62 0.24
O -5.765750 0.298713 -3.155595 0.57 -0.33 0.32
Al 6.789350 0.654921 1.510761 0.04 0.24 -0.24
C -2.869816 3.860659 0.455480 -0.74 -0.52 -0.64
C -3.304185 5.002610 1.378430 1.56 -1.71 -1.61
C -4.323923 5.896889 0.628658 -1.24 1.28 -0.49
O -2.240881 5.728042 1.639282 -0.02 0.57 1.45
H -2.402494 4.224748 -0.464176 -0.04 0.12 0.17
H -2.158435 3.199637 0.956911 0.11 -0.04 0.20
H -3.732055 3.252633 0.165402 0.08 -0.10 -0.01
H -3.860471 4.536165 2.204610 -0.25 0.57 0.92
H -3.908579 6.325487 -0.287697 0.26 -0.21 0.27
H -4.668140 6.719052 1.260013 0.21 -0.16 0.04
H -5.201304 5.306714 0.347144 0.24 -0.27 0.20